No. 1
ORCA calculation (ωB97M-V/def2-TZVPD) on C36H30AsIrPTe4 as an isolated structure.

**E_HOMO (spin up / spin down)**: -9.661 / -10.742 eV
**Orbital gap (spin up / spin down)**: 6.220 / 5.683 eV

ORCA input file:
```
! RIJCOSX wB97M-V def2-TZVPD def2/J DEFGRID3
* xyz 1 5
Ir 0.327 1.560 0.981
Te -1.004 5.546 0.666
Te 0.387 3.600 -0.559
Te -1.034 4.562 3.238
Te 0.707 2.586 3.337
As -1.722 0.250 0.342
P 2.071 0.510 -0.101
C -2.163 -1.683 4.084
C -3.347 1.160 -0.212
C 2.181 -1.253 0.277
C -2.161 -0.220 2.176
C 1.379 1.058 -4.618
C -2.784 -1.597 -1.615
C 6.120 0.925 -0.206
C -0.991 -3.644 -1.068
C 1.912 -1.635 1.594
C 2.312 -3.930 1.015
C 1.978 -2.969 1.961
C 5.295 2.637 1.266
C -4.468 2.895 -1.447
C 0.885 -0.086 -2.562
C 0.648 0.113 -3.913
C -1.941 -3.805 -2.066
C 3.750 1.135 0.188
C -2.834 -2.779 -2.341
C -2.701 -0.674 4.868
C 1.866 0.654 -1.902
C 2.604 1.598 -2.620
C -5.692 2.426 -0.995
C 2.356 1.800 -3.970
C 2.587 -3.555 -0.292
C -1.895 -1.461 2.739
C -4.579 0.683 0.230
C 3.994 2.207 1.037
C 2.523 -2.219 -0.664
C -3.296 2.262 -1.056
C -0.930 -2.461 -0.347
C -2.981 0.565 4.305
C 4.825 0.494 -0.433
C -1.837 -1.436 -0.606
C -2.710 0.790 2.965
C 6.356 1.997 0.647
C -5.747 1.318 -0.159
H -4.424 3.754 -2.104
H 2.932 2.536 -4.515
H -3.485 -0.804 -1.841
H 5.474 3.473 1.928
H 2.851 -4.304 -1.026
H 2.362 -4.972 1.300
H -2.935 1.759 2.531
H 7.369 2.332 0.826
H 1.768 -3.259 2.982
H -0.284 -4.435 -0.854
H -6.606 2.919 -1.295
H -0.157 -2.340 0.400
H -1.489 -2.268 2.143
H 2.726 -1.938 -1.690
H -6.702 0.949 0.190
H 4.651 -0.345 -1.096
H -3.412 1.354 4.907
H 3.165 2.715 1.512
H 0.304 -0.825 -2.026
H -1.982 -4.726 -2.632
H 6.947 0.423 -0.690
H -3.573 -2.896 -3.122
H 3.374 2.179 -2.128
H -2.345 2.625 -1.420
H -0.112 -0.473 -4.414
H 1.635 -0.883 2.326
H -4.623 -0.177 0.888
H -2.910 -0.855 5.914
H -1.957 -2.653 4.515
H 1.192 1.213 -5.673
*
```



No. 2
ORCA calculation (ωB97M-V/def2-TZVPD) on an isolated molecule of C5H3ClFN at a distorted geometry.

**E_HOMO**: -11.052 eV
**ΔE to the lowest compared entry with this formula, charge and spin**: 13.8 kcal/mol
**Orbital gap**: 10.931 eV

ORCA input file:
```
! RIJCOSX wB97M-V def2-TZVPD def2/J DEFGRID3
* xyz 0 1
Cl 0.645 -0.628 2.253
F -1.694 -0.187 1.206
N 1.295 3.871 -1.551
C -0.421 -0.450 0.758
C 0.504 1.613 -0.679
C -0.315 -1.673 -0.015
C 0.068 0.725 0.032
C 0.917 2.826 -1.233
H 0.673 -1.899 -0.283
H -0.880 -1.568 -0.942
H -0.793 -2.628 0.455
*
```